1.
A structure of composition C38H53BrNP3Ru in a non-equilibrium geometry, computed with ωB97M-V/def2-TZVPD.

Summary:
**<S²>**: 6.05
**LUMO (alpha / beta)**: -12.34 / -14.14 eV

ORCA input file:
```
! wB97M-V def2-TZVPD RIJCOSX def2/J DEFGRID3
* xyz 4 5
N 0.90 7.54 -1.64
C 2.04 7.07 -1.13
C 2.19 5.76 -0.65
C 1.10 4.85 -0.73
C -0.12 5.40 -1.25
C -0.16 6.72 -1.71
C 1.23 3.41 -0.46
Ru 0.68 1.67 1.07
P -1.69 -3.50 -2.84
C 0.06 2.59 -0.63
C 0.12 1.50 -1.67
C -0.97 1.26 -2.53
C -1.01 0.08 -3.29
C 0.00 -0.87 -3.10
C 1.20 -0.47 -2.48
C 1.28 0.73 -1.75
Br -1.44 -2.35 -1.00
H 2.26 3.02 -0.55
H -0.88 3.14 -0.52
H 3.15 5.45 -0.22
H -1.04 4.82 -1.35
H 2.87 7.78 -1.08
H -1.08 7.13 -2.12
H -1.73 2.04 -2.60
H 2.15 1.02 -1.13
H -1.83 -0.04 -4.01
H 2.08 -1.12 -2.55
P -1.52 1.24 1.35
C -0.06 -3.34 -3.52
C 0.28 -3.98 -4.86
H 0.67 -3.68 -2.76
H 0.01 -2.01 -3.62
H 1.36 -3.86 -5.06
H 0.04 -5.05 -4.84
H -0.27 -3.50 -5.69
C -2.99 -2.53 -3.68
C -4.32 -3.30 -3.62
H -2.67 -2.33 -4.72
H -3.07 -1.53 -3.22
H -5.16 -2.67 -3.93
H -4.28 -4.17 -4.28
H -4.54 -3.65 -2.60
C -2.07 -5.17 -2.24
C -0.94 -5.93 -1.49
H -2.36 -5.75 -3.14
H -2.98 -5.10 -1.61
H -1.04 -5.90 -0.39
H -0.99 -6.99 -1.78
H 0.06 -5.56 -1.75
C -1.79 -0.09 2.58
C -3.09 0.09 3.37
H -0.90 -0.14 3.24
H -1.79 -1.03 1.99
H -3.00 0.90 4.10
H -3.95 0.30 2.71
H -3.29 -0.84 3.91
C -2.81 0.97 0.08
C -3.60 2.23 -0.30
H -3.47 0.16 0.44
H -2.27 0.56 -0.79
H -3.95 2.77 0.59
H -3.02 2.92 -0.93
H -4.48 1.92 -0.88
C -1.87 2.87 2.09
C -0.65 3.23 2.93
H -2.80 2.85 2.66
H -2.03 3.60 1.28
H -0.59 4.33 3.05
H -0.67 2.78 3.93
H 0.31 2.91 2.43
C 2.20 -1.74 0.21
P 1.84 -0.36 1.36
C 1.35 -1.34 2.83
C 0.82 -2.63 2.69
C 0.43 -3.34 3.81
C 0.55 -2.76 5.08
C 1.07 -1.47 5.23
C 1.48 -0.75 4.10
C 3.54 0.22 1.73
C 3.75 1.59 1.76
C 4.98 2.10 2.17
C 5.98 1.22 2.59
C 5.81 -0.16 2.45
C 4.60 -0.66 1.99
H 1.22 -2.15 -0.09
H 2.79 -2.54 0.67
H 2.72 -1.35 -0.66
H 0.70 -3.07 1.71
H 0.03 -4.36 3.71
H 0.24 -3.33 5.97
H 1.16 -1.02 6.21
H 1.90 0.24 4.19
H 2.91 2.25 1.47
H 5.14 3.18 2.16
H 6.90 1.61 3.02
H 6.62 -0.84 2.70
H 4.46 -1.73 1.84
*
```



2.
A cluster of 4 separate species, C38H53F3N2O13P in total in a non-equilibrium geometry, computed with ωB97M-V/def2-TZVPD.

Summary:
**Energy above the lowest of the compared OMol25 structures with the same formula, charge and spin**: 23.2508 eV
**LUMO**: 1.08 eV

ORCA input file:
```
! wB97M-V def2-TZVPD RIJCOSX def2/J DEFGRID3
* xyz -1 1
C 5.14 2.23 2.68
C 4.28 1.05 1.86
C 4.21 1.55 0.30
C 3.41 0.54 -0.71
C 2.06 -0.14 -0.09
C 1.99 -1.79 -0.04
P 3.43 -2.95 -0.64
O 4.55 -2.96 0.52
C 0.64 -2.55 0.53
C 0.61 -4.19 0.52
O 0.22 -4.94 -0.55
O 1.06 -4.87 1.74
C -0.62 -1.58 1.04
C -1.96 -2.36 1.56
C -2.49 -1.93 3.05
C -1.31 -1.63 4.15
C -2.08 -1.54 5.63
O -1.46 -1.91 6.75
O -3.48 -1.05 5.57
C -4.44 -2.10 5.96
C -5.68 -2.33 4.89
C -0.50 0.08 1.03
N -1.69 0.84 1.55
C -1.50 2.33 1.51
C -2.72 3.27 2.11
C -4.17 2.51 2.25
O -5.21 3.39 1.61
C -4.54 2.46 3.85
F -4.67 3.85 4.42
F -5.83 1.73 4.13
F -3.49 1.79 4.65
C -0.15 3.01 0.91
C -0.11 4.69 0.91
C -0.47 5.33 -0.57
C -1.75 4.64 -1.32
O -1.44 3.37 -2.02
C -2.68 2.58 -1.97
N 1.06 2.32 0.36
C 0.82 0.84 0.47
H 5.45 1.91 3.76
H 4.60 3.29 2.63
H 6.13 2.37 2.02
H 3.22 0.92 2.36
H 4.95 0.08 1.93
H 3.76 2.63 0.15
H 5.34 1.62 -0.09
H 4.19 -0.21 -1.16
H 3.04 1.21 -1.63
H 2.98 -4.27 -1.00
H 4.08 -2.31 -1.78
H -2.83 -2.06 0.79
H -1.91 -3.53 1.54
H -3.12 -2.84 3.48
H -3.29 -1.04 2.96
H -0.92 -0.52 3.92
H -0.44 -2.42 4.13
H -3.95 -3.15 6.17
H -4.94 -1.75 6.98
H -6.26 -1.35 4.61
H -5.32 -2.80 3.86
H -6.49 -3.09 5.31
H -2.87 4.29 1.53
H -2.38 3.59 3.21
H -4.25 1.48 1.69
H -4.82 3.59 0.70
H 1.04 4.95 1.10
H -0.70 5.16 1.80
H -0.73 6.48 -0.36
H 0.51 5.28 -1.24
H -2.12 5.43 -2.14
H -2.68 4.43 -0.64
H -3.67 3.22 -2.17
H -2.70 1.68 -2.75
H -2.87 2.06 -0.92
O 2.58 -1.76 -3.82
C 2.97 -2.75 -4.42
O 3.85 -3.66 -3.91
C 4.16 -4.63 -4.91
C 3.00 -4.59 -5.87
C 2.57 -3.14 -5.81
H 5.10 -4.36 -5.39
H 4.27 -5.61 -4.44
H 3.26 -4.93 -6.87
H 2.18 -5.22 -5.50
H 3.13 -2.52 -6.52
H 1.50 -3.03 -5.96
O 6.49 -6.61 -5.64
C 7.27 -6.33 -4.75
O 7.02 -5.41 -3.77
C 8.18 -5.26 -2.96
C 8.97 -6.53 -3.15
C 8.64 -6.90 -4.58
H 8.73 -4.38 -3.29
H 7.89 -5.12 -1.91
H 10.04 -6.41 -2.97
H 8.60 -7.31 -2.48
H 9.32 -6.42 -5.29
H 8.64 -7.99 -4.72
O -6.19 4.46 -2.63
C -6.58 5.27 -1.81
O -5.90 6.40 -1.44
C -6.61 7.05 -0.39
C -8.03 6.57 -0.50
C -7.86 5.17 -1.03
H -6.15 6.77 0.57
H -6.54 8.14 -0.51
H -8.58 6.62 0.44
H -8.57 7.17 -1.24
H -7.73 4.44 -0.22
H -8.69 4.88 -1.68
*
```